Entry 1:
Density functional theory data (ωB97M-V/def2-TZVPD) for a molecular structure, C50H59GeN3O5P2Pb.

Geometry as XYZ:
```
121
Properties=species:S:1:pos:R:3:mulliken_spin:R:1
Pb -0.2554 -0.3262 -0.5228 -0.0004
C 1.0703 2.3033 3.5417 0.0001
C 2.2458 1.3545 3.4285 0.0000
C 3.5202 1.9454 3.9926 0.0000
C 1.9392 -0.0096 4.0068 0.0000
O 2.4567 1.2363 1.9440 0.0001
Ge 3.0993 0.0130 0.9754 -0.0005
O 2.6748 -1.6002 1.2772 -0.0005
C 3.4203 -2.8492 0.9685 -0.0002
C 4.7440 -2.7817 1.7038 0.0000
C 3.6033 -2.9430 -0.5344 0.0002
C 2.5282 -3.9504 1.4997 0.0000
O 3.5625 0.4519 -0.5983 -0.0005
C 4.6541 1.3963 -0.9791 -0.0002
C 4.2207 1.9349 -2.3292 -0.0009
C 5.9277 0.5823 -1.0714 0.0000
C 4.7531 2.4890 0.0672 0.0000
H 0.9442 2.5935 4.5849 0.0000
H 0.1472 1.8310 3.2025 0.0000
H 1.2433 3.2045 2.9536 0.0000
H 3.4486 1.9979 5.0786 0.0000
H 3.6926 2.9505 3.6087 0.0000
H 4.3850 1.3220 3.7492 0.0000
H 1.7034 0.0959 5.0654 0.0000
H 2.7952 -0.6852 3.9291 0.0000
H 1.0815 -0.4654 3.5095 0.0000
H 5.3326 -1.9178 1.3713 0.0000
H 5.3361 -3.6734 1.4993 0.0000
H 4.5919 -2.7127 2.7808 0.0000
H 4.1956 -2.1092 -0.9176 -0.0003
H 2.6358 -2.9434 -1.0414 0.0002
H 4.1252 -3.8666 -0.7849 0.0000
H 2.3887 -3.8509 2.5755 0.0000
H 2.9852 -4.9194 1.3002 0.0000
H 1.5513 -3.9217 1.0130 0.0000
H 3.9038 1.1109 -2.9708 0.0014
H 5.0537 2.4455 -2.8108 0.0001
H 3.3989 2.6441 -2.2232 0.0000
H 5.8130 -0.2376 -1.7810 0.0000
H 6.2030 0.1676 -0.0972 0.0000
H 6.7506 1.2146 -1.4028 0.0000
H 3.8247 3.0555 0.1404 0.0000
H 5.5612 3.1759 -0.1839 0.0000
H 4.9886 2.0749 1.0554 0.0000
O -0.5226 4.2719 0.4692 0.0002
C -1.5050 4.2188 1.4075 -0.0003
C -1.8547 5.4184 2.0125 0.0000
C -2.8259 5.4407 2.9923 0.0000
C -3.4725 4.2686 3.3898 0.0000
C -3.1435 3.0841 2.7797 0.0000
C -2.1592 3.0324 1.7723 -0.0001
C -1.8491 1.7556 1.1346 -0.0003
O -0.8360 1.6902 0.3229 0.0014
N -2.6275 0.7122 1.4075 0.0013
N -2.2084 -0.3950 0.7526 -0.0006
C -2.8746 -1.4786 0.8812 0.0003
C -2.4649 -2.6777 0.1370 0.0004
C -3.1405 -3.8806 0.2861 -0.0001
C -2.7263 -4.9763 -0.4504 0.0000
C -1.6420 -4.8462 -1.3097 0.0002
C -1.0143 -3.6181 -1.3928 -0.0006
N -1.4204 -2.5539 -0.6938 0.0006
H -0.3621 3.3533 0.1862 0.0001
H -1.3443 6.3200 1.7022 0.0000
H -3.0849 6.3821 3.4595 0.0000
H -4.2212 4.2942 4.1686 0.0000
H -3.6353 2.1648 3.0642 0.0000
H -3.7501 -1.5017 1.5231 -0.0002
H -3.9735 -3.9482 0.9731 0.0000
H -3.2376 -5.9246 -0.3512 0.0000
H -1.2879 -5.6809 -1.8978 0.0000
H -0.1506 -3.4748 -2.0349 0.0007
C -1.8272 -0.2713 -4.2685 0.1506
P -1.9401 0.5051 -2.5941 -0.0251
C -3.6238 0.1991 -2.0559 -0.0074
C -4.3180 1.1819 -1.3512 0.0019
C -5.5792 0.9025 -0.8455 0.0006
C -6.1499 -0.3466 -1.0454 -0.0002
C -5.4560 -1.3320 -1.7391 0.0010
C -4.1888 -1.0668 -2.2335 0.0042
C -1.7509 2.2463 -2.9904 -0.0352
C -2.7618 2.9248 -3.6796 0.0242
C -2.6002 4.2636 -3.9958 0.0040
C -1.4343 4.9294 -3.6295 0.0002
C -0.4245 4.2597 -2.9547 0.0047
C -0.5832 2.9191 -2.6322 0.0260
P -0.2226 0.0298 -5.0621 0.3482
C 0.8047 -1.4183 -5.0387 0.0628
C 2.1850 -1.2147 -5.1555 0.0445
C 3.0373 -2.3033 -5.2497 -0.0114
C 2.5184 -3.5919 -5.2194 0.0268
C 1.1473 -3.7971 -5.0990 -0.0049
C 0.2855 -2.7169 -5.0028 0.0364
C -0.4336 0.6481 -6.6772 0.0989
C 0.2670 0.1100 -7.7767 0.0622
C 0.0441 0.6300 -9.0332 -0.0169
C -0.8267 1.7068 -9.2018 0.1093
C -1.4928 2.2720 -8.1123 -0.0232
C -1.2908 1.7605 -6.8522 0.0445
H -2.6015 0.1760 -4.8951 0.0114
H -1.9936 -1.3485 -4.2223 0.0118
H -3.8797 2.1590 -1.1871 -0.0011
H -6.1168 1.6646 -0.2980 0.0000
H -7.1412 -0.5533 -0.6645 0.0000
H -5.9055 -2.3032 -1.8983 0.0000
H -3.6518 -1.8526 -2.7538 0.0039
H -3.6810 2.4159 -3.9497 0.0008
H -3.3874 4.7936 -4.5152 0.0000
H -1.3199 5.9795 -3.8631 0.0000
H 0.4719 4.7875 -2.6594 0.0002
H 0.2032 2.4046 -2.0904 -0.0079
H 2.5895 -0.2094 -5.1907 0.0025
H 4.1015 -2.1477 -5.3622 0.0001
H 3.1822 -4.4420 -5.3051 0.0006
H 0.7477 -4.8026 -5.1073 0.0016
H -0.7804 -2.8992 -4.9498 0.0016
H 0.9417 -0.7261 -7.6463 0.0045
H 0.5436 0.2012 -9.8907 0.0016
H -0.9809 2.1165 -10.1912 0.0023
H -2.1557 3.1131 -8.2601 0.0007
H -1.7826 2.2115 -5.9975 0.0373
```

Computed properties:
Spin multiplicity   2
Orbital gap (alpha / beta)   6.26 / 4.13 eV
DFT total energy   -147834.5824 eV
Energy relative to the best compared isomer or geometry (same formula, charge and spin)   0.0 kJ/mol
E_HOMO (alpha / beta)   -14.110 / -14.110 eV
Charge   +3

***

Entry 2:
Density functional theory data (ωB97M-V/def2-TZVPD) for a molecular structure, C16H13CaF5N2O3S5Te in a non-equilibrium geometry.

Geometry as XYZ:
```
46
Properties=species:S:1:pos:R:3:nbo_charge:R:1
Ca 10.5898 12.8956 7.8128 1.8191
S 10.7207 13.1150 12.2757 -0.3382
S 12.4418 12.2362 13.3224 -0.2399
S 13.5621 13.7365 12.9865 -0.6081
S 11.8463 14.3334 11.0408 0.5286
C 5.5161 6.8083 6.4991 -0.6249
C 6.3456 7.7136 7.2891 -0.0528
C 7.3491 8.3981 6.5927 -0.1646
C 8.2695 9.2514 7.1695 -0.1967
C 8.1371 9.4564 8.5288 -0.3270
C 7.0487 8.9579 9.2291 -0.1699
C 6.1819 8.0668 8.6228 -0.2218
S 9.3142 10.4712 9.3705 2.2928
O 9.2968 9.8360 10.7058 -0.9389
O 10.5752 10.6015 8.6493 -1.0059
N 8.8827 12.0323 9.2918 -1.0435
C 7.8622 12.7125 9.9845 0.3341
C 6.7435 12.2436 10.6894 -0.3345
C 5.8641 13.1640 11.2677 -0.1633
C 6.0238 14.5591 11.1418 -0.2713
C 7.0799 15.0492 10.3172 -0.0792
C 7.3068 16.3947 9.9946 -0.1283
C 8.3009 16.7969 9.0735 -0.2771
C 9.0575 15.8033 8.5132 0.0370
N 8.8668 14.4854 8.8205 -0.4894
C 7.9914 14.1195 9.7495 0.1287
H 4.4798 7.1103 6.3183 0.2101
H 5.5095 5.7773 6.9298 0.2123
H 5.9326 6.7769 5.4900 0.2114
H 7.2763 8.3957 5.4952 0.1863
H 8.9919 9.7837 6.5657 0.2481
H 6.9424 9.3187 10.2760 0.2438
H 5.2598 7.7614 9.2320 0.2034
H 6.6752 11.1630 10.8202 0.2083
H 5.1084 12.8222 11.9505 0.1953
H 5.3408 15.2476 11.5871 0.1947
H 6.6417 17.1532 10.3587 0.1928
H 8.3563 17.8402 8.7048 0.2090
H 9.8298 16.0064 7.7103 0.1956
F 9.3022 13.9856 5.7013 -0.6228
Te 10.6056 13.5945 4.4031 2.5475
F 9.6265 12.5645 3.1340 -0.6540
F 11.8747 13.8674 6.4855 -0.8454
F 10.4694 11.8954 5.7612 -0.7514
F 9.9471 15.0968 3.3103 -0.6891
O 12.0261 13.3377 9.8975 -1.1608
```

Computed properties:
Spin multiplicity   1
Orbital gap (alpha / beta)   1.85 / 1.85 eV
DFT total energy   -119425.4240 eV
Energy relative to the best compared isomer or geometry (same formula, charge and spin)   0.0 kJ/mol
E_HOMO (alpha / beta)   1.236 / 1.241 eV
Charge   -2

***

Entry 3:
Density functional theory data (ωB97M-V/def2-TZVPD) for a molecular structure, C20H34BrIN8NaO5S in a non-equilibrium geometry.

Geometry as XYZ:
```
71
Properties=species:S:1:pos:R:3:mulliken_charge:R:1
Na -0.3319 -0.8222 0.7961 1.2682
C 1.4741 2.0683 -2.1141 -0.8456
N 2.1142 1.2725 -1.0958 1.0820
C 2.0437 1.9315 0.1942 -0.9439
C 3.4757 0.9553 -1.4581 -1.2532
C 4.1386 0.0178 -0.4621 -1.2890
N 3.2955 -1.1003 -0.1416 1.0501
C 3.7577 -1.8674 0.9859 -1.1343
C 3.0545 -1.9317 -1.2963 -1.0092
H 1.9662 3.0512 -2.2477 0.3568
H 0.4319 2.2392 -1.8509 -0.2061
H 1.4984 1.5433 -3.0695 0.3446
H 2.6700 2.8453 0.2174 0.2116
H 2.3751 1.2623 0.9843 0.2454
H 1.0175 2.2206 0.4118 0.1006
H 4.1018 1.8699 -1.5226 0.4710
H 3.4729 0.5072 -2.4561 0.4822
H 4.3804 0.5540 0.4594 0.4689
H 5.1057 -0.3013 -0.9053 0.4182
H 4.7220 -2.3730 0.7971 0.3524
H 3.0081 -2.6199 1.2315 0.2080
H 3.8832 -1.2120 1.8494 0.2715
H 3.9973 -2.3034 -1.7433 0.2401
H 2.5038 -1.3746 -2.0549 0.1521
H 2.4472 -2.7816 -1.0068 0.2482
N -2.5180 -3.7028 2.5760 -0.7075
C -3.6906 -3.0015 2.0810 -0.8830
C -3.4521 -1.7579 1.2137 0.6066
O -4.4330 -1.2794 0.6014 -0.9001
O -2.3066 -1.2556 1.2153 -0.6759
H -2.1121 -4.2880 1.8511 0.3014
H -1.7902 -3.0138 2.7563 0.3212
H -4.2930 -2.6535 2.9294 0.2679
H -4.3361 -3.6860 1.5270 0.4068
Br -1.3864 -0.1246 -3.3107 -0.1786
C -0.9134 -1.9164 -2.8257 0.0309
C -0.9371 -2.8762 -3.8236 -0.5181
C -0.6094 -4.1678 -3.4509 -0.4515
C -0.2836 -4.4276 -2.1320 -0.9166
C -0.2709 -3.3797 -1.2205 0.4932
N -0.5878 -2.1247 -1.5755 0.3891
C 0.1388 -3.6599 0.2387 0.3005
O 0.0637 -4.8441 0.5811 -0.8207
O 0.5084 -2.6640 0.8957 -0.7755
H -1.2075 -2.6144 -4.8359 0.4531
H -0.6158 -4.9613 -4.1883 0.4012
H -0.0406 -5.4141 -1.7691 0.5071
N 0.0631 1.1104 4.7573 -0.3902
C -0.4107 0.8575 3.5156 0.4095
O 0.3068 0.4650 2.6211 -0.3694
C -1.9017 0.9595 3.2992 0.0299
I -2.7148 2.8463 3.8963 0.0041
H 1.0538 1.0348 4.9044 0.2692
H -0.5129 1.5631 5.4478 0.1598
H -2.4216 0.2135 3.8952 0.5214
H -2.1241 0.8431 2.2410 -0.5648
C -0.3332 5.7109 0.1036 -1.1520
C -0.8829 5.0285 -1.1430 -0.0597
C -1.6379 3.7800 -0.8016 0.0851
N -1.3837 3.0649 0.2304 -0.4395
N -2.1475 1.9278 0.3294 0.0579
C -3.0122 1.8227 -0.6475 0.1759
N -3.9349 0.8600 -0.7501 -0.2288
S -2.8903 3.1160 -1.8085 -0.2938
H 0.2219 6.6108 -0.1633 0.4002
H 0.3308 5.0393 0.6439 0.1836
H -1.1383 5.9861 0.7839 0.3069
H -0.0596 4.7601 -1.8116 0.1303
H -1.5290 5.7056 -1.7062 0.3728
H -3.9996 0.0585 -0.0787 0.2369
H -4.4713 0.7978 -1.5955 0.2126
```

Computed properties:
Spin multiplicity   1
Orbital gap   7.42 eV
DFT total energy   -136850.4050 eV
Energy relative to the best compared isomer or geometry (same formula, charge and spin)   63.6 kJ/mol
E_HOMO   -5.422 eV
Charge   -1

***

Entry 4:
Density functional theory data (ωB97M-V/def2-TZVPD) for 3 unconnected molecules or ions with the total composition C16H32N2O7 in a non-equilibrium geometry.

Geometry as XYZ:
```
57
Properties=species:S:1:pos:R:3:nbo_charge:R:1
C 2.6151 -0.7501 0.0422 -0.6638
C 3.7201 -0.2983 -0.9910 0.1033
O 5.0113 -0.3876 -0.3264 -0.7315
C 3.5189 1.1852 -1.5253 -0.2264
N 3.9533 2.2122 -0.5695 -0.6415
C 3.2470 3.5018 -0.7268 -0.2505
C 2.3230 3.9003 0.4879 -0.0886
O 1.3069 2.9360 0.8332 -0.5202
C 0.4043 2.7023 -0.2207 -0.0218
C -0.4883 1.3934 0.0128 -0.4155
C -1.3586 1.5657 -1.3229 0.2332
N -0.7130 0.7825 -2.4098 -0.5871
C -0.4707 1.4798 -3.4119 0.8695
O -0.0008 2.2559 -4.1381 -0.4757
O -1.5274 2.9815 -1.4863 -0.5445
C -0.7979 3.6851 -0.4741 0.7875
O -1.0690 4.7473 -0.0257 -0.5132
H 2.4340 0.1067 0.7480 0.2132
H 1.6859 -1.0328 -0.5241 0.2351
H 2.9062 -1.6433 0.6653 0.2021
H 3.7170 -1.0491 -1.8301 0.1652
H 4.9589 -1.1321 0.3005 0.4657
H 2.4421 1.2630 -1.8496 0.1702
H 4.1402 1.2393 -2.4735 0.1938
H 3.9439 1.8725 0.3938 0.3739
H 2.6611 3.5629 -1.6854 0.1952
H 4.0479 4.3013 -0.8054 0.2028
H 2.9011 4.1256 1.4295 0.2006
H 1.7940 4.8672 0.2114 0.1845
H 0.7878 2.5187 -1.2611 0.1953
H -1.2196 1.6047 0.8353 0.2176
H 0.0701 0.4250 0.1117 0.2601
H -2.3083 1.0086 -1.1035 0.2053
C -3.8747 -1.1658 3.2513 -0.6301
C -3.6452 -0.0915 2.2004 0.0925
C -4.9504 0.3252 1.5408 -0.6307
O -2.7447 -0.5830 1.2056 -0.7278
H -4.3062 -2.0652 2.8008 0.1966
H -2.9283 -1.4631 3.7088 0.2195
H -4.5465 -0.8130 4.0365 0.2153
H -3.1726 0.7788 2.6618 0.1809
H -5.4181 -0.5238 1.0327 0.1982
H -4.7697 1.0892 0.7811 0.2188
H -5.6543 0.7227 2.2749 0.2158
H -3.1549 -1.3527 0.7918 0.4547
C -1.1128 -4.8642 -1.2087 -0.6286
C -0.0832 -3.9419 -0.5746 0.0933
C 0.1883 -4.3275 0.8713 -0.6291
O -0.5533 -2.5962 -0.6274 -0.7160
H -2.0680 -4.8050 -0.6774 0.1939
H -1.3062 -4.5695 -2.2425 0.2199
H -0.7727 -5.9021 -1.1992 0.2117
H 0.8469 -3.9816 -1.1464 0.1772
H -0.7228 -4.2501 1.4726 0.1975
H 0.9209 -3.6509 1.3174 0.2170
H 0.5674 -5.3495 0.9432 0.2109
H -1.3756 -2.5506 -0.1252 0.4550
```

Computed properties:
Spin multiplicity   1
Orbital gap   8.98 eV
DFT total energy   -34421.2858 eV
Energy relative to the best compared isomer or geometry (same formula, charge and spin)   285.1 kJ/mol
E_HOMO   -8.581 eV

***

Look up the DFT total energy of the first one. -147834.5824 eV

***

Number 1 is which compound? C50H59GeN3O5P2Pb

***

The highest spin multiplicity belongs to which entry? C50H59GeN3O5P2Pb